# 1
ORCA calculation (the ωB97M-V functional and the def2-TZVPD basis) on a structure of composition C41H49N3P2S6Sr.

XYZ file:
```
102
C41H49N3P2S6Sr, DFT the ωB97M-V functional and the def2-TZVPD basis
H -7.9250 -18.8478 7.9804
H -7.5173 -17.7275 3.0306
H 1.5384 -22.0646 5.6298
P -6.3110 -20.7788 6.1424
S -0.7671 -19.3406 0.7935
S -2.4475 -22.0284 3.4079
C -7.5016 -20.9744 7.4924
C -4.9347 -25.3910 -0.0905
C -3.4889 -23.5662 0.4563
H -0.4225 -16.5368 2.3405
C -8.9365 -23.4389 1.8474
H -6.5949 -24.8691 -1.2792
H 0.9059 -19.2515 2.4310
C -0.0659 -20.7891 6.3096
H -9.9291 -23.4827 1.4028
C -3.4436 -16.1187 4.0687
H -1.2740 -15.7311 4.3551
H -2.2268 -18.8865 8.4038
H -4.1793 -16.7702 4.5198
H -2.6123 -23.2075 0.9541
H -7.3500 -19.6676 -1.5311
C -8.0241 -17.4345 0.9868
N -1.2885 -20.9122 5.5859
C -7.7661 -22.3043 7.8935
C -2.0368 -16.5005 4.5980
S -3.3250 -16.5423 2.2604
S -3.9454 -20.9797 -0.3323
H -0.1075 -21.5023 7.1311
H -0.1599 -18.0646 -1.1852
P -6.3722 -20.5507 3.1753
C -8.6204 -22.5329 8.9610
H 0.0835 -19.7843 6.6701
C -5.6346 -18.0438 6.7788
C -8.2227 -24.5971 2.0106
Sr -3.4612 -19.5861 2.1527
C -3.6213 -17.3571 7.8576
C -8.0381 -19.9285 8.2216
C -4.2948 -22.6605 -0.2419
C -5.7114 -24.5000 -0.7493
H -1.4823 -19.2117 -1.3809
C -9.1081 -21.4877 9.6761
H -6.6482 -20.9853 0.3905
C -7.5241 -18.1745 2.0621
H -5.3507 -23.2322 3.2417
C 0.4288 -18.4471 1.8571
C -4.8613 -16.0736 1.3919
C 0.9319 -21.2717 5.2590
H -1.8069 -16.6756 0.2851
H -8.7802 -23.5427 9.3472
C -7.0288 -20.0138 0.5787
H -8.1540 -20.1869 4.7893
H -1.9922 -16.5990 -1.4702
C -3.2370 -18.6821 7.9453
H -5.2967 -26.3952 -0.0940
H -8.7105 -25.4901 1.7287
H -2.2004 -20.6493 5.9975
C -6.3901 -23.3307 2.8635
H -3.6489 -15.0425 4.2542
H -8.9432 -21.2823 2.0224
H -5.9437 -22.6043 -1.3879
H -4.1379 -15.4895 -0.5262
C -7.1079 -19.9938 4.7070
C -5.2787 -19.3634 6.8610
H -3.1544 -25.5863 1.1523
C -3.7959 -24.9085 0.5305
H -3.7741 -20.7618 7.6200
C -4.8351 -17.0365 7.3025
C -8.8174 -20.1469 9.3431
H -8.5144 -16.4614 1.1084
N 0.1066 -21.7841 4.1799
H -9.0508 -19.3296 10.0322
H -6.3141 -25.4259 2.5319
C -4.7172 -16.3395 -0.1052
H -2.0805 -16.5318 5.7116
H -5.7186 -16.5078 -0.5094
C -4.0335 -19.6857 7.4187
C -7.1377 -22.1461 2.7454
H 1.5593 -20.4516 4.9706
H -6.5645 -17.7583 6.3214
C -6.9446 -24.5651 2.5292
H -7.3290 -23.1775 7.3898
C -0.0882 -17.4073 2.8618
H -8.3206 -17.4295 -1.1581
H -5.0585 -15.0106 1.5468
C -7.9408 -17.9818 -0.3089
C -7.0958 -19.5112 1.8676
N -5.3970 -23.2278 -0.8405
H -5.7008 -16.6173 1.8401
H 1.2348 -17.9654 1.2397
H -2.8656 -16.6464 8.1711
H -9.6826 -21.6555 10.5693
S -1.3005 -18.0412 4.0277
H -5.1442 -15.9708 7.3096
S -3.7717 -17.8570 -0.5161
H 0.4194 -22.3831 3.4451
C -2.0426 -17.2410 -0.5979
H 0.7832 -17.0675 3.4367
C -1.0703 -18.4290 -0.6867
C -8.4195 -22.2155 2.1942
C -7.3890 -19.2460 -0.5340
H -6.9780 -18.9240 4.7556
C -1.2078 -21.5505 4.4378
```

## Properties
highest occupied orbital energy	-0.4637	hartree
HOMO-LUMO gap	0.2997	Ha
M	925.83	g mol⁻¹
ΔE to the lowest compared entry with this formula, charge and spin	79.3	kJ/mol
net charge	+2
E_LUMO	-4.462	eV

# 2
ORCA calculation (the ωB97M-V functional and the def2-TZVPD basis) on a structure of composition C41H49N4O6P2RbS.

XYZ file:
```
104
C41H49N4O6P2RbS, DFT the ωB97M-V functional and the def2-TZVPD basis
C -17.1454 -2.2321 -14.5920
H -13.2520 -5.3091 -11.0991
C -19.1572 -7.7654 -16.1471
H -10.1119 -8.8003 -15.4488
O -17.2225 -3.8158 -16.7113
H -19.6410 -1.9548 -11.4998
H -12.7471 -4.5232 -20.7010
C -12.5066 -1.4406 -19.0841
H -20.0669 -6.4669 -14.1347
C -11.1974 -8.8715 -15.5929
C -9.5816 -2.6540 -14.2581
C -18.5010 -1.8162 -14.7228
H -18.8491 -4.3429 -12.4939
C -11.3780 -11.2449 -16.5240
H -19.4521 -7.9377 -13.3349
C -11.3467 -1.2936 -13.3135
H -16.4014 -7.0586 -10.0597
C -13.0275 -4.1614 -18.4452
H -8.4819 -3.3222 -14.7249
C -14.5885 -10.0663 -16.4325
O -14.5417 -11.3363 -16.6260
C -18.7715 -1.8887 -12.3339
C -11.9327 -9.9304 -16.0776
H -11.1649 -0.5221 -12.3334
H -14.8218 -6.4361 -9.7669
O -10.2118 -11.4801 -16.5123
C -19.3900 -1.6854 -13.5976
H -17.2621 -2.2787 -11.2494
C -19.1317 -5.3725 -12.8556
H -13.2339 -5.1409 -18.5542
H -4.7465 -8.3683 -14.2061
H -13.1926 -11.7893 -16.7938
H -18.6491 -5.9714 -17.2480
P -13.3837 -3.9007 -15.8890
H -5.0648 -15.5262 -19.5893
H -15.2007 -3.5268 -14.2885
H -16.3163 -5.3969 -13.8944
H -12.5854 -2.1237 -21.0465
H -20.2125 -8.1876 -15.7438
C -17.5100 -2.0450 -12.1746
P -16.2976 -2.8793 -15.9966
H -14.0180 -7.4032 -13.2922
N -12.0488 -7.8875 -15.2668
C -10.7770 -3.1926 -15.1361
N -18.8299 -5.4705 -15.2805
H -17.2824 -8.4736 -16.2650
H -20.7583 -5.0025 -14.0682
C -16.5637 -2.5373 -13.2142
Rb -15.4485 -6.6052 -16.1091
C -17.7275 -8.7258 -14.3287
H -13.7664 1.4867 -16.9552
H -14.9854 1.6800 -19.5726
C -19.8993 -5.5630 -14.0959
H -14.6139 -0.6578 -15.5607
C -9.9598 -1.6388 -13.3134
H -12.4605 -1.5155 -16.9102
H -12.1642 -0.4937 -19.3762
C -15.0069 -0.3643 -16.5043
C -14.1509 -4.8644 -11.9587
H -10.3928 -4.2308 -15.9694
C -14.9697 -3.7150 -15.4044
C -14.3432 -7.4031 -12.1624
H -19.4878 -7.9081 -17.3105
S -17.7147 -6.4102 -12.3659
C -16.2480 -5.9203 -12.9511
H -20.4146 -1.5276 -13.7036
C -15.5117 0.8804 -18.5724
H -18.0269 -9.7601 -14.4354
H -9.0766 -1.1668 -12.8458
O -12.9014 -5.4461 -15.8434
H -14.9233 -8.2017 -11.8493
H -11.9195 -6.8793 -15.0615
H -13.5776 -1.8804 -13.9697
C -16.5030 -1.2897 -18.3890
C -15.5685 -6.1808 -10.5344
C -19.2013 -6.2388 -16.4114
C -15.7560 -1.4182 -17.0235
H -16.9737 -2.2082 -18.7719
O -12.2332 -12.1215 -16.9349
H -16.0116 -5.4120 -10.1163
C -18.3445 -8.1561 -13.1435
N -13.3152 -8.2299 -15.5532
H -13.6545 -4.7205 -12.8445
H -13.2778 -7.5225 -11.7259
H -18.9419 -2.3181 -15.7157
C -13.0366 -3.1071 -17.5343
C -11.9717 -2.7955 -14.8376
H -16.7375 -8.6790 -14.2614
C -16.3049 -0.1069 -18.9578
C -14.9011 0.7393 -17.3154
H -18.5588 -4.4788 -15.4468
H -14.7261 -3.9591 -11.8653
C -12.8654 -3.8613 -19.9514
C -12.3974 -1.7790 -13.8862
H -19.7261 -5.0142 -11.8497
C -15.1083 -6.1226 -11.9140
C -12.6949 -2.4320 -20.1201
N -17.8880 -8.0257 -15.5959
H -18.0483 -8.7502 -12.2559
O -15.6194 -9.3197 -16.5703
H -20.0681 -5.6682 -16.8076
C -13.3085 -9.4435 -16.0304
C -12.6459 -1.8486 -17.8090
H -16.8590 0.1114 -19.8195
```

## Properties
highest occupied orbital energy	-0.0688	hartree
HOMO-LUMO gap	0.2042	Ha
M	873.35	g mol⁻¹
ΔE to the lowest compared entry with this formula, charge and spin	2570.0	kJ/mol
net charge	-2
E_LUMO	3.686	eV

# 3
ORCA calculation (the ωB97M-V functional and the def2-TZVPD basis) on a structure of composition C41H49N8O2SiTc.

XYZ file:
```
102
C41H49N8O2SiTc, DFT the ωB97M-V functional and the def2-TZVPD basis
H 0.0412 2.2355 -4.7442
C -2.1462 -1.8577 0.0137
C 5.7280 -0.0375 -4.1589
H 1.0231 3.0534 -3.2264
H -3.8081 -3.6290 2.4209
O -0.9854 -1.8077 -0.6014
C -0.0992 1.2182 -4.3798
C 3.4434 -0.7517 -4.3657
H 0.3034 -3.9456 -3.3633
H -2.1736 2.1878 -2.9267
H -1.1467 1.8621 4.6588
N -2.6422 2.0043 2.2735
H -1.1890 5.0667 4.3843
C 1.4369 2.5441 -1.2158
C -3.6513 -2.8760 1.6541
H -0.0586 -1.6995 1.4163
N 0.3948 1.1442 -2.9857
H -2.7741 3.2776 0.5599
H 0.4155 -6.3892 -3.1305
C 1.9380 2.1020 1.1122
C 1.9106 3.8477 -1.0303
H 4.5662 -1.1061 -1.1680
H -1.8884 -4.7926 1.7079
Si 1.8742 -1.7675 -2.3069
C -1.6827 4.4500 3.6340
C -3.1862 -0.1085 -1.4783
C 4.5610 -0.8648 -2.2267
H 3.5706 -3.5592 -0.5732
H -3.4739 1.1803 -3.5629
H 0.2995 -4.5863 1.9136
N 1.5099 0.0628 2.2637
C -3.4553 2.6844 3.2907
H 2.1944 6.4450 -0.1389
H -2.2380 5.1186 2.9720
H 2.2707 1.7007 3.2253
H -4.0987 3.3780 2.7521
H -4.1544 0.3320 -1.7238
C 1.9996 -6.3428 -1.6820
H 3.8523 5.8634 -0.1168
C -4.4332 -1.0893 0.3445
C 1.0353 -4.3866 -2.6935
C 2.3834 4.3242 0.1863
C 1.4425 1.6269 -0.1386
C 1.9282 1.2822 2.2822
H -1.6936 -0.2290 -4.7184
C 0.6248 -2.5224 1.6024
H -1.2311 3.0789 5.9404
C -2.3910 -2.8138 1.0279
H 6.6274 0.3643 -4.6057
H 3.5946 -5.9954 -0.2838
Tc -0.1806 -0.5022 -1.8480
C 3.4173 -1.0752 -3.0040
C 2.8513 -4.1667 -1.1150
H 2.4731 -2.5002 2.7508
C 2.3833 3.4290 1.2387
H -4.0675 1.9296 3.7807
H 2.9595 6.0104 1.3945
H 6.5956 -0.1996 -2.2022
N -2.1829 0.2335 -2.1896
N -1.5002 1.5604 0.4945
C 2.8709 5.7408 0.3442
H -1.9822 1.3779 -5.3678
H 1.1586 -0.2141 1.3407
N -1.2764 0.6313 1.4529
H 2.7388 3.7588 2.2104
C -5.9507 -1.9728 2.1648
C 1.2627 -0.8403 3.3843
H -5.2331 -0.4173 0.0484
C 2.8760 -5.5423 -0.9546
H 2.5687 -0.9191 -4.9882
C -2.6044 3.4435 4.3188
H 0.2458 -0.6640 3.7453
C -3.2330 -1.0352 -0.3614
C -1.8224 2.5003 5.2309
C -2.4189 1.1848 -3.2891
H 1.9534 -0.6285 4.1988
N -1.9518 0.8905 2.5151
C -4.6627 -1.9795 1.3885
H 0.5056 0.5565 -5.0006
C -1.4601 -3.8252 1.4576
H 1.3025 -2.6227 0.7558
C 0.9382 2.2236 -2.5248
C -1.5811 0.8353 -4.5124
H -0.6266 -1.3819 -3.1220
C 4.5980 -0.2435 -4.9393
O 1.0161 0.4074 -0.2751
C 1.4160 -2.2834 2.9065
H 1.9022 4.5239 -1.8802
H -3.3239 3.9924 4.9306
C 1.0866 -5.7660 -2.5545
H 1.0661 -2.9449 3.6998
H -0.9029 3.9486 3.0507
C -2.3576 2.4016 1.0303
H 2.0386 -7.4186 -1.5734
H -2.4948 1.8586 5.8023
C 5.7100 -0.3500 -2.8050
C 1.9318 -3.5735 -1.9906
H -6.7765 -1.6003 1.5610
H -5.8639 -1.3294 3.0423
N -0.1874 -3.7368 1.6470
H -6.2095 -2.9700 2.5174
H 4.6159 -0.0127 -5.9962
```

## Properties
highest occupied orbital energy (spin up / spin down)	-0.5693 / -0.5776	hartree
HOMO-LUMO gap (spin up / spin down)	0.2675 / 0.2454	Ha
M	811.98	g mol⁻¹
ΔE to the lowest compared entry with this formula, charge and spin	139.4	kJ/mol
net charge	+3
E_LUMO (spin up / spin down)	-8.212 / -9.039	eV
2S+1	4

# 4
ORCA calculation (the ωB97M-V functional and the def2-TZVPD basis) on a structure of composition C41H50As3F3N2NiSb.

XYZ file:
```
101
C41H50As3F3N2NiSb, DFT the ωB97M-V functional and the def2-TZVPD basis
C 1.5021 2.4364 -0.1419
C 1.2169 -3.6577 0.6391
H 3.9917 -3.7610 5.9706
H -3.3413 6.3044 -0.7379
C -1.5496 -3.5269 -0.4031
C -0.5494 -2.2711 3.7264
H 1.4374 -3.8793 -0.4054
H 1.0185 -5.2093 5.9883
C -2.3486 -1.5286 -6.0680
N -0.6998 1.7181 0.1361
H -2.5659 1.1335 0.8305
C 2.6334 3.2514 -0.1786
H 2.0891 -3.1850 1.0846
H -0.5510 -0.4230 -5.7593
H 0.5868 -4.1102 3.8146
H -0.0394 -4.1495 6.9480
H 1.4930 -2.7508 3.1729
C -3.5422 -2.2055 -4.0717
H 4.7708 2.6626 -0.3175
C -2.8193 3.5538 1.9091
H -3.3422 5.0506 3.3522
C -1.4689 -0.9683 -3.8877
C 1.7311 -0.4200 -3.7046
H 1.5039 2.5538 2.7446
C 3.0198 -1.9421 -5.0709
H 0.6911 5.1698 -3.5728
H -3.1904 3.7223 -4.5948
C -0.3484 -0.7492 3.8354
H 3.7576 0.1553 -0.3475
H -2.2978 -1.5095 -7.1478
H -0.2501 3.7371 -0.0395
H -2.5348 1.6505 -0.8525
H 3.8982 -2.9106 4.4277
H 4.9194 0.6994 -4.1211
H 3.1802 -4.5305 4.5936
H 2.7802 -0.3011 4.1360
H 0.9915 -4.5842 1.1659
H 0.9318 1.9532 4.3236
F -4.3528 -2.7349 -6.2022
C -1.8203 2.2472 -3.8076
H -3.6611 6.8200 1.6576
F 5.2566 -1.4249 -5.5397
C -1.3796 -0.9302 -5.2800
C 0.7451 1.9573 3.2500
C 2.6619 -0.2867 3.0523
H 0.9742 -2.2503 -4.5560
H 2.8166 1.3035 -2.9825
C 1.8300 -1.5944 -4.4480
H 1.5994 -4.4912 7.5036
C 4.1042 -1.0975 -4.9376
H -2.1558 -2.1552 2.2750
C -0.0015 4.3411 -3.6252
C -1.2076 -2.6918 2.3952
N 1.8751 1.1106 -0.2056
As 1.6804 -2.7565 5.6710
H -2.5341 1.4376 -3.9048
H -2.6584 -1.6189 -2.2205
H 1.3685 2.9092 -2.8598
C -2.1598 1.8870 0.1502
H -1.3124 -0.2487 3.6994
C -3.1919 5.5343 0.0069
C 2.8508 0.4010 -3.5791
H -1.5582 -4.5518 -0.0322
C -1.5415 -2.6622 4.8324
H -2.6846 4.0261 -1.4356
H -2.5099 -2.1826 4.6798
C -3.3712 5.8242 1.3514
H -1.2417 -3.5192 -1.4482
H -1.6945 -3.7426 4.8535
H -2.5537 -3.1120 -0.3266
C 3.2168 1.0873 -0.2720
H -1.4544 -3.7562 2.4517
H -2.6927 2.7744 2.6505
F -1.6437 5.7809 -4.4801
H -4.3978 -2.6983 -3.6311
C -2.2021 3.5213 -4.2046
C -3.4115 -2.1575 -5.4445
H 3.1125 -2.8469 -5.6556
Ni 0.2912 -0.0462 0.1534
C -2.5586 -1.6034 -3.2980
As 0.8326 0.1478 2.5620
Sb -0.0601 0.0338 -2.6594
C 4.0442 0.0703 -4.2029
C 0.7631 -3.0370 3.9317
H 2.9705 -1.2424 2.6349
As -0.3184 -2.4626 0.6570
C 0.9838 -4.3222 6.6206
C -0.5385 2.0034 -3.3171
C 3.3637 -3.5821 5.0992
H 2.6485 4.3289 -0.1454
H -0.2325 2.3873 3.0462
C -1.2826 4.5458 -4.0999
C 0.3658 3.0612 -3.2351
C 0.1111 2.7110 -0.0137
H 3.2897 0.4943 2.6230
H -1.1677 -2.3507 5.8096
H 0.0019 -0.4994 4.8396
C -3.1885 4.8306 2.3044
C -2.6297 3.2573 0.5627
C 3.7304 2.3884 -0.2652
C -2.8246 4.2545 -0.3854
```

## Properties
highest occupied orbital energy (spin up / spin down)	-0.3763 / -0.3808	hartree
HOMO-LUMO gap (spin up / spin down)	0.3024 / 0.2686	Ha
M	1033.08	g mol⁻¹
ΔE to the lowest compared entry with this formula, charge and spin	0.0	kJ/mol
net charge	+1
E_LUMO (spin up / spin down)	-2.012 / -3.052	eV
2S+1	3